# 1
A structure of composition C45H30Cl2N4Ni. Source: the Open Molecules 2025 dataset; level of theory: wB97M-V/def2-TZVPD.

Summary:
gap between HOMO and LUMO (alpha / beta): 4.818 / 4.976 eV
⟨S²⟩: 2.30
spin multiplicity: 3
highest occupied orbital energy (alpha / beta): -5.503 / -7.361 eV
net charge: 0

CARTESIAN COORDINATES (ANGSTROEM)
Ni1 0.1020 0.6607 0.0578
C1 6.3939 4.8750 -0.3495
C2 6.5783 3.5252 -0.6092
C3 5.4955 2.6565 -0.5849
C4 4.2174 3.1302 -0.3011
C5 4.0367 4.4923 -0.0650
C6 5.1197 5.3572 -0.0784
C7 3.0371 2.2296 -0.2681
C8 2.9840 1.1697 0.5869
C9 4.0778 0.6132 1.3585
C10 3.6696 -0.5894 1.8049
C11 2.2775 -0.7374 1.4113
N1 1.8852 0.3277 0.6954
C12 1.4274 -1.7429 1.9013
C13 0.0227 -1.5100 2.0534
C14 -0.8814 -2.2028 2.8753
C15 -2.0716 -1.4848 2.8436
C16 -1.8650 -0.4079 1.9734
C17 -2.9352 0.4283 1.4626
C18 -4.1547 0.5103 2.3046
C19 -4.0259 0.9636 3.6186
C20 -5.1396 1.1050 4.4305
C21 -6.4001 0.7726 3.9513
C22 -6.5351 0.2843 2.6607
C23 -5.4202 0.1525 1.8439
C24 -2.8630 1.0317 0.2333
N2 -1.7025 1.1179 -0.5077
C25 -2.0582 1.5531 -1.7452
C26 -1.1515 1.8964 -2.7440
C27 -1.5958 2.0992 -4.1460
C28 -1.0499 1.2920 -5.1439
C29 -1.4530 1.4323 -6.4630
C30 -2.3939 2.3939 -6.8081
C31 -2.9221 3.2193 -5.8259
C32 -2.5260 3.0724 -4.5038
C33 0.2237 2.1392 -2.4603
C34 1.0820 2.9349 -3.2394
C35 2.2139 3.1569 -2.4674
C36 2.0131 2.4679 -1.2629
N3 0.8018 1.8572 -1.2555
C37 -3.4960 1.7408 -1.8038
C38 -3.9743 1.5098 -0.5672
N4 -0.5979 -0.4259 1.4852
C39 2.0567 -3.0058 2.3405
C40 1.8325 -3.5767 3.5944
C41 2.4469 -4.7678 3.9493
C42 3.2970 -5.4107 3.0599
C43 3.5382 -4.8475 1.8147
C44 2.9259 -3.6555 1.4607
H1 7.2381 5.5521 -0.3693
H2 7.5656 3.1458 -0.8395
H3 5.6349 1.6069 -0.8116
H4 3.0403 4.8656 0.1362
H5 4.9681 6.4105 0.1190
H6 5.0364 1.0800 1.5105
H7 4.2214 -1.2990 2.3994
H8 -0.6964 -3.1149 3.4137
H9 -2.9926 -1.7144 3.3538
H10 -3.0422 1.2183 3.9929
H11 -5.0217 1.4749 5.4409
H12 -7.2702 0.8801 4.5860
H13 -7.5092 -0.0044 2.2872
H14 -5.5290 -0.2780 0.8572
H15 -0.3133 0.5462 -4.8714
H16 -1.0290 0.7897 -7.2238
H17 -2.7067 2.5062 -7.8381
H18 -3.6378 3.9878 -6.0886
H19 -2.9172 3.7406 -3.7468
H20 0.8616 3.3182 -4.2225
H21 3.0955 3.7197 -2.7277
H22 -4.0542 2.0535 -2.6695
H23 -4.9930 1.6136 -0.2382
H24 1.2182 -3.0589 4.3177
H25 2.2666 -5.1895 4.9298
H26 3.7742 -6.3411 3.3389
H27 4.2016 -5.3373 1.1137
H28 3.0968 -3.2281 0.4798
Cl1 -0.1987 -4.3556 -1.0802
C45 -0.9387 -2.7524 -1.0083
Cl2 0.1547 -1.4855 -1.5944
H29 -1.1686 -2.5282 0.0285
H30 -1.8226 -2.7461 -1.6333

=====

# 2
A structure of composition C45H31BiBr2Cl2NO2PS3 in a non-equilibrium geometry. Source: the Open Molecules 2025 dataset; level of theory: wB97M-V/def2-TZVPD.

Summary:
gap between HOMO and LUMO: 7.413 eV
highest occupied orbital energy: -7.613 eV
net charge: 0

CARTESIAN COORDINATES (ANGSTROEM)
Bi1 0.3531 0.3223 0.8781
Br1 -3.3968 -3.0102 2.2273
C1 -2.8269 -1.5636 3.2907
C2 -3.4975 -1.2901 4.4873
C3 -3.0950 -0.2594 5.2894
Br2 -4.0721 0.1119 6.8756
C4 -1.9838 0.5347 4.9396
C5 -1.4650 1.5974 5.7116
C6 -0.4023 2.3255 5.2528
C7 0.1901 1.9672 4.0318
N1 -0.2517 0.9669 3.3100
C8 -1.3286 0.2555 3.7134
C9 -1.7677 -0.7887 2.8329
O1 -1.2148 -0.9908 1.6655
H1 -4.3469 -1.8974 4.7668
H2 -1.9162 1.8211 6.6687
H3 -0.0064 3.1564 5.8204
H4 1.0533 2.5037 3.6482
C10 0.2834 -3.6236 -5.0739
C11 1.1738 -2.5700 -5.2181
C12 1.4543 -1.7394 -4.1411
C13 0.8448 -1.9695 -2.9114
C14 -0.0590 -3.0202 -2.7730
C15 -0.3393 -3.8421 -3.8522
P1 1.2985 -1.0490 -1.4058
C16 2.4834 0.2174 -2.0036
C17 1.9419 1.3444 -2.6235
C18 2.7593 2.3753 -3.0577
C19 4.1320 2.2994 -2.8598
C20 4.6784 1.1858 -2.2370
C21 3.8607 0.1480 -1.8061
C22 2.4252 -2.2511 -0.6154
C23 3.1600 -3.1483 -1.3516
C24 4.0248 -4.0659 -0.7283
C25 4.1388 -4.0753 0.6312
C26 3.3859 -3.1819 1.4278
C27 3.4956 -3.2108 2.8383
C28 2.7744 -2.3466 3.6041
C29 1.9104 -1.4145 2.9900
C30 1.7472 -1.3525 1.6263
C31 2.5048 -2.2472 0.8092
H5 0.0776 -4.2765 -5.9125
H6 1.6634 -2.3973 -6.1686
H7 2.1600 -0.9262 -4.2537
H8 -0.5270 -3.1977 -1.8136
H9 -1.0409 -4.6592 -3.7394
H10 0.8724 1.3965 -2.7613
H11 2.3239 3.2399 -3.5446
H12 4.7756 3.1072 -3.1882
H13 5.7508 1.1178 -2.0926
H14 4.2952 -0.7221 -1.3295
H15 3.0842 -3.1505 -2.4319
H16 4.5952 -4.7589 -1.3342
H17 4.8078 -4.7707 1.1258
H18 4.1562 -3.9412 3.2924
H19 2.8498 -2.3764 4.6847
H20 1.3544 -0.7407 3.6321
O2 -1.1773 0.3298 -0.9000
C32 -2.4135 1.0050 -0.8796
C33 -2.5726 1.8942 -2.1177
C34 -3.1919 3.1000 -2.2516
C35 -3.1793 3.5919 -3.5897
C36 -2.5608 2.7406 -4.4475
S1 -1.9970 1.3349 -3.6404
C37 -3.5511 -0.0097 -0.9417
C38 -4.8980 0.1891 -1.0287
C39 -5.6307 -1.0287 -1.0813
C40 -4.8176 -2.1185 -1.0398
S2 -3.1663 -1.6769 -0.9370
C41 -2.5583 1.9130 0.3482
C42 -1.7953 3.0102 0.6369
C43 -2.1902 3.6715 1.8319
C44 -3.2534 3.0664 2.4274
S3 -3.7798 1.6960 1.5435
H21 -3.6490 3.6311 -1.4277
H22 -3.6096 4.5376 -3.8891
H23 -2.4087 2.8535 -5.5102
H24 -5.3518 1.1707 -1.0584
H25 -6.7080 -1.0816 -1.1604
H26 -5.0935 -3.1622 -1.0585
H27 -0.9934 3.3572 -0.0035
H28 -1.7107 4.5610 2.2186
H29 -3.7589 3.3532 3.3374
Cl1 2.5725 2.8122 0.5110
C45 4.2419 3.4031 0.6375
Cl2 4.6974 3.7222 2.3147
H30 4.3102 4.3261 0.0767
H31 4.8919 2.6383 0.2356

=====

# 3
A cluster of 4 separate species, C45H33BrO6SSi in total in a non-equilibrium geometry. Source: the Open Molecules 2025 dataset; level of theory: wB97M-V/def2-TZVPD.

Summary:
gap between HOMO and LUMO: 7.691 eV
highest occupied orbital energy: -8.745 eV
net charge: 0
SMILES string: O=C1c2ccccc2C(=O)c2ccccc21.O=C1c2ccccc2C(=O)c2ccccc21.O=C1c2ccccc2C(=O)c2ccccc21.CCSC[SiH2]Br

CARTESIAN COORDINATES (ANGSTROEM)
C1 2.8654 3.8999 -3.5343
C2 4.1223 3.2972 -4.1859
S1 4.8641 1.8691 -3.3119
C3 4.8882 2.1857 -1.5054
Si1 6.1366 3.4971 -0.9427
Br1 5.3316 5.6019 -1.3017
H1 3.0937 4.3913 -2.5873
H2 2.0486 3.1931 -3.4017
H3 2.5053 4.6878 -4.2071
H4 3.8492 2.9317 -5.1786
H5 4.8496 4.0988 -4.3387
H6 3.8866 2.3654 -1.1055
H7 5.2152 1.2409 -1.0519
H8 6.2521 3.3713 0.5283
H9 7.4818 3.3010 -1.4925
C4 0.7882 0.6901 -2.7907
C5 0.8452 1.3830 -1.5852
C6 -0.2803 1.4797 -0.7820
C7 -1.4748 0.8916 -1.1868
C8 -1.5390 0.2152 -2.4061
C9 -0.4014 0.1075 -3.2006
C10 -2.8161 -0.3791 -2.8757
O1 -2.8722 -0.9725 -3.9347
C11 -4.0242 -0.2265 -2.0269
C12 -5.2422 -0.7289 -2.4737
C13 -6.3744 -0.6042 -1.6828
C14 -6.2939 0.0146 -0.4387
C15 -5.0843 0.5217 0.0092
C16 -3.9482 0.4109 -0.7874
C17 -2.6678 0.9867 -0.3112
O2 -2.6001 1.5311 0.7756
H10 1.6719 0.6071 -3.4115
H11 1.7699 1.8460 -1.2717
H12 -0.2318 2.0139 0.1571
H13 -0.4472 -0.4278 -4.1388
H14 -5.3058 -1.2134 -3.4382
H15 -7.3216 -0.9918 -2.0344
H16 -7.1770 0.1041 0.1802
H17 -5.0237 1.0053 0.9749
C18 6.3735 -3.9814 -5.8433
C19 6.0246 -2.6628 -5.5650
C20 5.1290 -2.3820 -4.5452
C21 4.5694 -3.4188 -3.8064
C22 4.9014 -4.7422 -4.0998
C23 5.8137 -5.0194 -5.1137
C24 4.2771 -5.8625 -3.3518
O3 4.5688 -7.0153 -3.6027
C25 3.2824 -5.5442 -2.2964
C26 2.6450 -6.5815 -1.6224
C27 1.7235 -6.2967 -0.6264
C28 1.4402 -4.9755 -0.2928
C29 2.0684 -3.9383 -0.9642
C30 2.9845 -4.2191 -1.9736
C31 3.6247 -3.0996 -2.7070
O4 3.3770 -1.9442 -2.4172
H18 7.0795 -4.1993 -6.6340
H19 6.4535 -1.8544 -6.1428
H20 4.8621 -1.3563 -4.3253
H21 6.0812 -6.0435 -5.3341
H22 2.8662 -7.6085 -1.8780
H23 1.2254 -7.1050 -0.1071
H24 0.7254 -4.7554 0.4894
H25 1.8444 -2.9118 -0.7077
C32 -2.4023 3.7130 3.2703
C33 -2.2917 4.7245 4.2203
C34 -2.7385 4.5153 5.5164
C35 -3.3094 3.2955 5.8650
C36 -3.4408 2.2890 4.9050
C37 -2.9753 2.4979 3.6095
C38 -4.0902 0.9988 5.2455
O5 -4.2040 0.1193 4.4133
C39 -4.6078 0.8065 6.6241
C40 -5.2685 -0.3749 6.9477
C41 -5.7450 -0.5718 8.2346
C42 -5.5567 0.4063 9.2066
C43 -4.9040 1.5870 8.8884
C44 -4.4354 1.7947 7.5945
C45 -3.7680 3.0777 7.2589
O6 -3.6060 3.9325 8.1084
H26 -2.0455 3.8731 2.2611
H27 -1.8541 5.6768 3.9495
H28 -2.6471 5.2998 6.2550
H29 -3.0623 1.7200 2.8699
H30 -5.4124 -1.1371 6.1944
H31 -6.2625 -1.4893 8.4826
H32 -5.9233 0.2483 10.2125
H33 -4.7619 2.3485 9.6428

=====

# 4
A structure of composition C45H33F4N7O7Sb2Sn in a non-equilibrium geometry. Source: the Open Molecules 2025 dataset; level of theory: wB97M-V/def2-TZVPD.

Summary:
gap between HOMO and LUMO: 3.783 eV
highest occupied orbital energy: -1.883 eV
net charge: -2

CARTESIAN COORDINATES (ANGSTROEM)
Sn1 1.0291 -0.4348 -1.8213
O1 3.3487 -2.3293 -5.0752
C1 2.6600 -2.0598 -4.0898
O2 2.6695 -1.0477 -3.3148
C2 1.5438 -3.0828 -3.7608
C3 1.4310 -4.2999 -4.4617
C4 0.3957 -5.1517 -4.1270
C5 -0.4943 -4.7833 -3.1220
C6 -0.2816 -3.5722 -2.4334
N1 0.7392 -2.7509 -2.7467
C7 -1.1876 -3.1036 -1.2928
O3 -2.2180 -3.7534 -1.0620
O4 -0.7350 -2.0062 -0.7392
H1 2.1465 -4.5212 -5.2455
H2 0.2602 -6.1144 -4.6396
H3 -1.3318 -5.4126 -2.8032
O5 -2.4677 3.4406 -4.6270
C8 -2.4260 2.3766 -5.4450
C9 -3.1682 2.4479 -6.6523
C10 -3.1587 1.3870 -7.5435
C11 -2.4060 0.2417 -7.2525
C12 -1.6792 0.1354 -6.0601
C13 -1.6889 1.1791 -5.1387
C14 -0.9256 1.0384 -3.8594
O6 -0.3878 -0.0757 -3.5448
N2 -0.8713 2.1263 -3.1174
N3 -0.2329 1.9254 -1.9390
C15 -0.1411 2.9784 -1.1987
C16 0.2636 3.0052 0.1945
C17 0.6365 4.2460 0.7711
C18 1.0275 4.3340 2.1065
C19 1.0473 3.1782 2.8965
C20 0.6764 1.9376 2.3804
C21 0.2960 1.7753 1.0164
O7 -0.0102 0.5881 0.4927
H4 -1.8687 3.2018 -3.8657
H5 -3.7659 3.3428 -6.8533
H6 -3.7221 1.4450 -8.4848
H7 -2.3911 -0.5865 -7.9712
H8 -1.1315 -0.7901 -5.8212
H9 -0.3579 3.9373 -1.6891
H10 0.6671 5.1502 0.1453
H11 1.3791 5.3026 2.5051
H12 1.4020 3.2353 3.9346
H13 0.6151 1.0589 3.0366
C22 -2.8761 0.1061 -0.7286
Sb1 -1.8630 -0.5669 1.0383
C23 -2.4593 0.9461 2.5383
C24 -3.6212 -2.0037 1.6138
C25 -3.4041 -2.3128 3.0315
C26 -4.2097 -1.6977 4.0113
C27 -4.0347 -1.9996 5.3494
C28 -3.0292 -2.8824 5.7566
C29 -2.2111 -3.5108 4.8297
C30 -2.3657 -3.2475 3.4563
C31 -1.4839 -3.9308 2.4821
Sb2 0.2270 -2.4521 2.0056
C32 1.0581 -2.7760 4.0218
C33 1.1963 -3.9641 0.7716
H14 -3.8953 0.4481 -0.4426
H15 -2.9595 -0.7056 -1.4684
H16 -2.3254 0.9380 -1.2031
H17 -3.5594 0.8938 2.6527
H18 -2.1204 1.9512 2.2461
H19 -1.9933 0.6612 3.4979
H20 -3.4508 -2.7819 0.8623
H21 -4.5028 -1.3913 1.3946
H22 -5.0014 -1.0104 3.7050
H23 -4.6718 -1.5318 6.1101
H24 -2.9214 -3.0758 6.8366
H25 -1.4480 -4.2378 5.1490
H26 -1.9108 -4.2049 1.5056
H27 -0.9132 -4.7725 2.8841
H28 1.0017 -3.8478 4.2676
H29 0.4771 -2.1789 4.7472
H30 2.1133 -2.4542 4.0269
H31 1.8853 -4.4930 1.4429
H32 1.7575 -3.4816 -0.0392
H33 0.4479 -4.6520 0.3480
F1 3.0694 1.0714 -0.0623
C34 3.5800 2.0040 0.7941
C35 3.6717 3.2976 0.3185
F2 3.2881 3.5091 -0.9677
C36 4.1173 4.3868 1.1303
C37 4.5641 4.0287 2.4407
C38 4.4532 2.7416 2.9314
F3 4.8051 2.5105 4.2360
C39 3.9281 1.6816 2.1374
C40 3.6561 0.3556 2.7040
C41 2.9433 -0.6279 2.0432
N4 2.4238 -1.5368 1.4981
C42 3.9906 -0.0359 4.0157
N5 4.2137 -0.4827 5.0782
F4 5.0579 4.9765 3.2942
C43 4.0830 5.7611 0.6844
C44 4.4355 6.8741 1.4769
N6 4.6742 7.8366 2.0863
C45 3.6393 6.1718 -0.5849
N7 3.2877 6.5567 -1.6365

=====

# 5
A structure of composition C45H34ClN5O8PReS2. Source: the Open Molecules 2025 dataset; level of theory: wB97M-V/def2-TZVPD.

Summary:
gap between HOMO and LUMO: 6.960 eV
highest occupied orbital energy: -7.180 eV
net charge: 0

CARTESIAN COORDINATES (ANGSTROEM)
Re1 0.2094 0.1150 0.7444
O1 3.6241 2.4136 4.9379
C1 2.3639 2.6256 5.2719
O2 2.0553 3.1927 6.2897
C2 1.3230 2.1353 4.3224
C3 -0.0391 2.3723 4.4252
Cl1 -0.8965 3.2889 5.5596
N1 -0.6663 1.7880 3.3824
N2 0.2345 1.1553 2.6143
C4 1.4292 1.3730 3.1419
C5 2.5815 0.8392 2.3533
O3 3.7397 1.0506 2.7169
O4 2.2474 0.1809 1.3101
C6 -2.0509 1.9162 3.0333
C7 -2.3910 2.7201 1.9631
C8 -3.7291 2.8526 1.6080
C9 -4.7049 2.2125 2.3517
C10 -4.3509 1.4404 3.4555
C11 -3.0216 1.2820 3.7968
H1 3.7267 1.9207 4.0723
H2 -1.6168 3.2454 1.4266
H3 -3.9949 3.4679 0.7580
H4 -5.7486 2.3217 2.0836
H5 -5.1154 0.9457 4.0403
H6 -2.7235 0.6463 4.6174
O5 -1.3873 -0.7695 3.1446
C12 -0.9148 -1.1367 2.0730
C13 -1.1711 -2.6298 1.8254
C14 -2.0932 -3.3406 2.5898
C15 -2.3376 -4.6706 2.2965
C16 -1.6530 -5.3115 1.2634
C17 -0.7041 -4.6205 0.5300
C18 -0.4843 -3.2791 0.8213
P1 0.7574 -2.1802 0.1473
C19 2.2824 -2.9653 0.7786
C20 2.6926 -2.6037 2.0609
C21 3.7387 -3.2688 2.6805
C22 4.3861 -4.3074 2.0274
C23 3.9673 -4.6942 0.7633
C24 2.9141 -4.0353 0.1452
C25 0.7585 -2.4826 -1.6531
C26 -0.4676 -2.6951 -2.2816
C27 -0.5403 -2.8259 -3.6611
C28 0.6113 -2.7441 -4.4320
C29 1.8344 -2.5156 -3.8163
C30 1.9058 -2.3794 -2.4369
H7 -2.6113 -2.8268 3.3886
H8 -3.0653 -5.2254 2.8765
H9 -1.8497 -6.3550 1.0504
H10 -0.1405 -5.1172 -0.2519
H11 2.1816 -1.8027 2.5765
H12 4.0483 -2.9711 3.6738
H13 5.2095 -4.8209 2.5074
H14 4.4531 -5.5194 0.2578
H15 2.5795 -4.3758 -0.8250
H16 -1.3688 -2.7561 -1.6802
H17 -1.4990 -2.9978 -4.1353
H18 0.5553 -2.8533 -5.5076
H19 2.7370 -2.4411 -4.4105
H20 2.8629 -2.1839 -1.9687
O6 -1.6521 3.4047 -3.1997
C31 -0.5988 4.0725 -2.6997
C32 -0.1307 5.1751 -3.4151
C33 0.9538 5.8958 -2.9563
C34 1.5998 5.5346 -1.7756
C35 1.1414 4.4443 -1.0645
C36 0.0432 3.7009 -1.5069
C37 -0.3545 2.5085 -0.7300
O7 0.3278 2.1964 0.3093
N3 -1.3739 1.8037 -1.1555
N4 -1.5794 0.6323 -0.4134
C38 -2.7073 0.0934 -0.7172
S1 -3.3210 -1.3504 0.0425
C39 -4.6089 -1.6249 -1.2036
C40 -5.1539 -0.2747 -1.6190
S2 -3.7525 0.8349 -1.9191
H21 -1.8637 2.6780 -2.5677
H22 -0.6451 5.4463 -4.3280
H23 1.3001 6.7519 -3.5221
H24 2.4478 6.1023 -1.4170
H25 1.6230 4.1366 -0.1459
H26 -5.3762 -2.2399 -0.7338
H27 -4.1982 -2.1645 -2.0573
H28 -5.7981 0.1466 -0.8486
H29 -5.7131 -0.3437 -2.5520
O8 1.0506 0.2654 -1.2953
N5 1.7126 0.6369 -2.3277
C41 3.0375 0.8721 -2.2055
C42 3.7633 1.2991 -3.2935
C43 3.1312 1.4900 -4.5141
C44 1.7716 1.2414 -4.6078
C45 1.0732 0.8130 -3.5011
H30 3.4232 0.7071 -1.2086
H31 4.8199 1.4879 -3.1691
H32 3.6886 1.8329 -5.3744
H33 1.2332 1.3847 -5.5338
H34 0.0126 0.6100 -3.4674

=====

net charge of number 5 (C45H34ClN5O8PReS2)?
0

=====

Which of these has the lowest net charge?
C45H33F4N7O7Sb2Sn